No. 1
C3H5BrN2O | ωB97M-V with the def2-TZVPD basis set

Geometry (Å):
C  0.78  -1.24  -0.06
C  -0.56  -0.75  0.49
C  1.37  -0.02  -0.71
N  -0.77  0.60  -0.04
N  0.43  1.20  -0.36
O  1.12  -2.39  0.08
Br  3.24  0.20  -0.09
H  -1.35  -1.39  0.24
H  -0.47  -0.76  1.55
H  1.22  -0.17  -1.78
H  -1.41  0.69  -0.93
H  0.83  1.59  0.56

For the HOMO-LUMO gap (alpha / beta), the calculation gives 6.89 / 7.10 eV. The value obtained for the calculated total energy is -2875.878381 hartree. As for the charge: 0. For the HOMO energy (alpha / beta), the calculation gives -6.1687 / -9.9457 eV. Its spin multiplicity is 3.

---

No. 2
C3H5BrN2P | ωB97M-V with the def2-TZVPD basis set

Geometry (Å):
C  -1.83  1.04  -0.88
C  -2.05  -0.13  -0.17
C  0.13  0.23  -0.37
N  -0.75  -0.54  0.15
N  -0.45  1.15  -1.04
P  3.91  -1.58  1.17
Br  -3.51  -1.10  0.43
H  -2.54  1.73  -1.25
H  -0.46  -1.44  0.62
H  0.01  1.86  -1.60
H  3.69  -0.37  0.44
H  3.85  -0.85  2.51

For the HOMO-LUMO gap (alpha / beta), the calculation gives 9.03 / 4.30 eV. The value obtained for the calculated total energy is -3141.762635 hartree. As for the charge: +1. For the HOMO energy (alpha / beta), the calculation gives -13.5455 / -11.9471 eV.